2 unconnected molecules or ions with the total composition CH2NOP in a non-equilibrium geometry. Source: the Open Molecules 2025 dataset; level of theory: the ωB97M-V functional and the def2-TZVPD basis.

CARTESIAN COORDINATES (ANGSTROEM)
1 C -1.5518 -2.1656 -1.6239
2 N -1.1406 -1.3071 -2.3679
3 O -1.8230 -2.8734 -0.7204
4 P 0.0439 -0.9111 0.5528
5 H 1.2294 -0.1841 0.4089
6 H -0.7015 0.4226 0.7775

As for the HOMO energy (alpha / beta): -9.578 / -9.576 eV. The energy relative to the best compared isomer or geometry (same formula, charge and spin) is 97.9 kcal/mol. The HOMO-LUMO gap (alpha / beta) is 5.8 / 5.7 eV. The value obtained for the electronic energy is -13891.1253 eV.


A gas-phase ion, CH2NOS3 (charge -1) in a non-equilibrium geometry. Source: the Open Molecules 2025 dataset; level of theory: the ωB97M-V functional and the def2-TZVPD basis.

CARTESIAN COORDINATES (ANGSTROEM)
1 O -0.6310 1.8582 -0.0044
2 N -0.8819 0.4830 -0.0411
3 S -2.5012 0.1438 0.1328
4 C 0.1756 -0.3192 0.0578
5 S 1.9121 0.5173 0.0768
6 S 0.0521 -2.0380 0.0352
7 H 0.4817 1.6712 0.0067
8 H 1.3926 -2.3162 -0.2637

As for the HOMO energy: -3.421 eV. The energy relative to the best compared isomer or geometry (same formula, charge and spin) is 67.8 kcal/mol. The HOMO-LUMO gap is 6.6 eV. The structure (SMILES) is ON([S-])C(=S)S. The value obtained for the electronic energy is -37111.8408 eV. The net charge is -1.


2 unconnected molecules or ions with the total composition CH2NP. Source: the Open Molecules 2025 dataset; level of theory: the ωB97M-V functional and the def2-TZVPD basis.

CARTESIAN COORDINATES (ANGSTROEM)
1 C -0.1820 -1.2689 1.1951
2 N 0.4774 -0.4800 0.6836
3 P -0.4130 1.5645 -1.9554
4 H 0.8635 2.1361 -1.7517
5 H -0.7459 -1.9517 1.8284

As for the HOMO energy (alpha / beta): -8.461 / -8.426 eV. The energy relative to the best compared isomer or geometry (same formula, charge and spin) is 63.4 kcal/mol. The HOMO-LUMO gap (alpha / beta) is 7.4 / 7.4 eV. The value obtained for the electronic energy is -11844.3935 eV.


The lowest energy relative to the best compared isomer or geometry (same formula, charge and spin) belongs to which entry? CH2NP


Look up the electronic energy of the second one. -37111.8408 eV